1.
35
Properties=species:S:1:pos:R:3 method="wB97M-V/def2-TZVPD" de_lowest_ev=0.000 total_charge=-1 energy_ev=-232728.1806
Hf -3.369 -0.017 0.925
Br -6.900 -1.759 0.948
Br -2.059 -2.275 3.883
Br -4.386 2.806 3.258
N -3.748 2.086 -2.725
O -3.557 2.447 -3.842
O -4.534 1.235 -2.360
O -3.101 2.281 -1.770
C -2.053 -3.414 -3.751
C -0.919 -2.920 -2.885
C 0.090 -2.082 -3.601
O -1.447 -2.207 -1.762
H -2.516 -2.507 -4.142
H -2.770 -4.021 -3.198
H -1.593 -3.976 -4.563
H -0.391 -3.792 -2.501
H 0.749 -1.418 -3.041
H -0.478 -1.429 -4.264
H 0.749 -2.692 -4.217
C 1.074 2.635 1.801
O 0.614 1.265 1.769
C 1.813 0.419 1.690
C 2.871 0.505 2.709
O 3.713 1.680 2.436
C 4.586 1.952 3.514
H 1.475 2.907 2.778
H 0.226 3.260 1.521
H 1.818 2.908 1.052
H 2.200 0.394 0.671
H 1.516 -0.626 1.785
H 3.458 -0.408 2.805
H 2.323 0.555 3.650
H 5.017 1.049 3.947
H 4.100 2.582 4.258
H 5.431 2.576 3.222


2.
27
Properties=species:S:1:pos:R:3 method="wB97M-V/def2-TZVPD" total_charge=+1 energy_ev=-31385.5311
C 2.333 -0.652 -0.462
C 1.024 -2.456 0.836
C -0.848 1.944 1.885
C -1.814 2.364 -0.486
C -0.569 -1.209 -2.235
C 1.315 -0.947 0.637
C -0.623 1.835 0.408
O -0.680 -0.145 -1.341
P -0.308 0.009 0.136
Cl -2.131 -1.251 1.362
H 2.005 -1.248 -1.393
H 3.297 -1.134 -0.112
H 2.470 0.471 -0.507
H 1.630 -2.710 1.679
H 1.359 -3.078 0.035
H -0.077 -2.466 1.020
H 0.110 1.593 2.359
H -1.725 1.431 2.137
H -0.891 3.011 2.263
H -2.568 1.625 -0.684
H -1.463 2.573 -1.402
H -2.354 3.143 -0.078
H -0.264 -0.862 -3.250
H -1.489 -1.751 -2.445
H 0.181 -1.895 -1.895
H 1.659 -0.475 1.507
H 0.423 2.279 0.027


3.
30
Properties=species:S:1:pos:R:3 method="wB97M-V/def2-TZVPD" total_charge=-1 energy_ev=-18818.4046
C -1.556 -0.550 1.000
C -1.203 0.313 -0.202
F -2.445 0.146 -1.123
N -0.029 -0.032 -0.788
C 0.600 1.025 -1.532
C 1.786 1.741 -0.806
C 1.624 1.833 0.712
C 0.780 3.010 1.237
O 0.384 3.905 0.189
H -2.486 -0.235 1.484
H -1.661 -1.584 0.678
H -0.754 -0.479 1.738
H -1.283 1.390 0.054
H -0.115 1.801 -1.861
H 1.032 0.617 -2.462
H 2.709 1.186 -1.008
H 1.912 2.740 -1.236
H 2.611 1.884 1.185
H 1.165 0.897 1.038
H 1.350 3.585 1.979
H -0.112 2.621 1.738
H -0.527 4.177 0.356
C -0.302 -3.715 0.197
O -0.070 -3.566 1.387
N -1.111 -4.738 -0.260
N 0.147 -2.860 -0.753
H -1.361 -4.850 -1.223
H -1.495 -5.358 0.426
H 0.539 -1.978 -0.431
H -0.130 -2.926 -1.713


In order of appearance, orbital gap = 0.119; 0.354; 0.239 Eh.
In order of appearance, LUMO energy = -2.75; -5.07; 3.47 eV.